A single CH5FOP2 molecule at a distorted geometry. Source: OMol25; level of theory: ωB97M-V with the def2-TZVPD basis set.

Values from the calculation:
max |F|	1.64	eV/Å
energy	-24460.1468	eV
HOMO energy	-7.9638	eV
multiplicity	1
energy above the lowest of the compared OMol25 structures with the same formula, charge and spin	11.8	kcal/mol
structure (SMILES)	CO[P@@H](F)=P

Cartesian coordinates (Å):
P (-0.960, 0.432, 0.289)
H (1.617, -0.069, 0.699)
O (0.181, -0.046, -0.688)
H (2.006, 0.521, -1.097)
H (-0.252, 0.420, 1.602)
H (1.786, -1.267, -0.723)
P (-2.848, -0.266, 0.033)
F (-0.973, 1.963, 0.127)
H (-2.137, -1.448, 0.172)
C (1.579, -0.242, -0.413)

Table of natural (NBO) atomic charges, one value per atom, all in e: 1.548 0.191 -0.841 0.210 -0.116 0.203 -0.351 -0.572 -0.025 -0.247

---

A single CH5FOP2 molecule at a distorted geometry. Source: OMol25; level of theory: ωB97M-V with the def2-TZVPD basis set.

Values from the calculation:
max |F|	3.34	eV/Å
energy	-24460.2205	eV
HOMO energy	-8.1724	eV
multiplicity	1
energy above the lowest of the compared OMol25 structures with the same formula, charge and spin	10.1	kcal/mol
structure (SMILES)	CP(F)#[PH]O

Cartesian coordinates (Å):
O (-0.474, 0.132, -2.144)
F (1.934, 0.274, 1.443)
P (0.285, 1.268, -1.256)
H (1.269, 1.482, -2.213)
H (-0.463, 0.076, 2.159)
H (-0.380, -1.639, 1.603)
H (-1.471, -0.381, 0.804)
C (-0.562, -0.599, 1.338)
P (1.193, -0.379, 0.213)
H (-1.331, -0.233, -1.947)

Table of natural (NBO) atomic charges, one value per atom, all in e: -1.010 -0.589 0.563 -0.061 0.224 0.222 0.209 -0.874 0.809 0.509

---

A single CH5FSi molecule at a distorted geometry. Source: OMol25; level of theory: ωB97M-V with the def2-TZVPD basis set.

Values from the calculation:
max |F|	3.69	eV/Å
energy	-11711.5752	eV
HOMO energy	-10.5146	eV
multiplicity	1
energy above the lowest of the compared OMol25 structures with the same formula, charge and spin	5.2	kcal/mol
structure (SMILES)	FC[SiH3]

Cartesian coordinates (Å):
F (-2.001, -0.491, 0.049)
Si (0.550, 0.502, -0.019)
H (-1.796, 1.372, -0.802)
C (-1.431, 0.772, -0.016)
H (1.505, 1.484, 0.444)
H (0.452, 0.525, -1.501)
H (0.841, -0.830, 0.555)
H (-1.884, 1.226, 0.878)

Table of natural (NBO) atomic charges, one value per atom, all in e: -0.379 0.774 0.176 -0.280 -0.155 -0.164 -0.142 0.169

---

A single CH5IN2 molecule at a distorted geometry. Source: OMol25; level of theory: ωB97M-V with the def2-TZVPD basis set.

Values from the calculation:
max |F|	2.96	eV/Å
energy	-12196.6459	eV
HOMO energy	-8.7507	eV
multiplicity	1
energy above the lowest of the compared OMol25 structures with the same formula, charge and spin	21.5	kcal/mol
structure (SMILES)	CN(N)I

Cartesian coordinates (Å):
I (-2.510, 0.626, 0.575)
H (0.875, -0.542, 1.756)
N (0.188, -0.760, 1.058)
H (0.532, -1.475, 0.494)
H (-0.340, 1.289, -1.456)
H (0.099, -0.609, -1.337)
C (0.176, 0.436, -0.899)
H (1.283, 0.608, -0.704)
N (-0.302, 0.426, 0.512)

Table of natural (NBO) atomic charges, one value per atom, all in e: 0.101 0.363 -0.661 0.341 0.227 0.176 -0.446 0.207 -0.309

---

Please write out number 3 again, unchanged.
A single CH5FSi molecule at a distorted geometry. Source: OMol25; level of theory: ωB97M-V with the def2-TZVPD basis set.

Values from the calculation:
max |F|	3.69	eV/Å
energy	-11711.5752	eV
HOMO energy	-10.5146	eV
multiplicity	1
energy above the lowest of the compared OMol25 structures with the same formula, charge and spin	5.2	kcal/mol
structure (SMILES)	FC[SiH3]

Cartesian coordinates (Å):
F (-2.001, -0.491, 0.049)
Si (0.550, 0.502, -0.019)
H (-1.796, 1.372, -0.802)
C (-1.431, 0.772, -0.016)
H (1.505, 1.484, 0.444)
H (0.452, 0.525, -1.501)
H (0.841, -0.830, 0.555)
H (-1.884, 1.226, 0.878)

Table of natural (NBO) atomic charges, one value per atom, all in e: -0.379 0.774 0.176 -0.280 -0.155 -0.164 -0.142 0.169